Entry 1:
Computed, not measured: a structure of composition C23H33BiFNO2P2 in a non-equilibrium geometry, with ωB97M-V/def2-TZVPD.

```
63
Properties=species:S:1:pos:R:3:forces:R:3
C -0.926 3.255 -2.932 0.3 -0.2 -0.3
C -0.925 2.302 -1.920 0.5 0.7 0.4
N 0.191 1.947 -1.262 0.0 0.4 -0.6
C 1.356 2.532 -1.576 -0.4 0.4 -0.3
C 1.404 3.556 -2.521 -0.1 0.1 0.1
C 0.254 3.922 -3.218 0.2 -0.5 0.2
C -2.281 1.944 -1.378 0.0 -0.1 0.3
P -2.411 0.686 -0.055 -1.2 0.4 1.0
Bi 0.049 0.478 1.103 -0.2 -1.2 -0.3
P 2.570 0.652 0.169 1.4 -0.7 0.5
C 2.653 2.161 -0.860 0.3 0.3 -0.1
C -0.048 -1.603 2.149 -0.1 0.7 0.7
C -0.407 -1.643 3.494 0.0 -1.0 0.4
C -0.431 -2.880 4.167 0.0 0.2 -0.1
C -0.086 -4.060 3.497 0.0 0.5 -0.2
C 0.252 -4.005 2.140 0.0 0.3 -0.1
C 0.254 -2.775 1.454 0.1 -0.3 0.3
O -2.133 -1.811 -5.658 0.2 1.8 0.5
O 2.030 -1.386 -3.550 1.5 0.0 -1.2
H -1.854 3.446 -3.466 0.2 0.2 0.1
H 2.338 4.088 -2.649 0.0 0.0 -0.2
H 0.277 4.697 -3.970 0.1 0.1 0.0
C -3.861 1.392 0.788 -0.7 0.0 -0.1
C -2.953 -0.967 -0.593 -0.2 -0.1 -0.5
H 3.435 2.023 -1.624 -0.2 0.1 0.2
H 2.972 3.010 -0.231 -0.1 -0.2 -0.2
H -2.940 1.715 -2.201 -0.4 0.0 -0.3
H -2.655 2.870 -0.874 0.2 -0.7 -0.5
C 3.930 0.509 1.379 0.7 0.6 -0.1
C 3.022 -0.670 -0.971 -0.2 0.0 -0.1
H -0.672 -0.734 4.039 0.1 -0.2 -0.1
H -0.723 -2.915 5.217 0.1 0.0 -0.2
H -0.093 -5.015 4.026 0.0 0.3 -0.2
H 0.516 -4.921 1.609 -0.1 0.3 0.1
H 0.499 -2.757 0.388 -0.1 -0.1 0.3
H 1.483 -2.068 -3.182 -0.8 -1.0 0.1
H 2.809 -1.874 -3.918 -1.1 0.6 0.4
H -2.763 -1.763 -4.923 0.1 -0.5 -0.2
H -1.678 -0.937 -5.544 -0.3 -1.3 -0.4
H -0.773 -5.015 -3.072 0.1 0.5 0.2
H -4.733 1.268 0.131 0.0 0.2 0.3
H -4.063 0.916 1.751 0.0 -0.1 -0.2
H -3.698 2.461 0.967 0.0 -0.2 0.0
H -4.052 -1.006 -0.615 0.3 0.0 -0.1
H -2.564 -1.199 -1.594 0.0 -0.1 0.3
H -2.590 -1.730 0.117 0.0 0.3 -0.3
H 4.006 -0.456 -1.419 -0.2 -0.1 0.2
H 3.068 -1.623 -0.421 -0.1 0.3 -0.2
H 2.302 -0.743 -1.799 0.3 0.0 0.4
H 4.905 0.650 0.888 -0.1 0.0 0.3
H 3.809 1.228 2.204 0.1 -0.3 -0.3
H 3.898 -0.518 1.783 -0.2 0.5 -0.2
F 0.072 5.095 5.617 0.0 -0.7 -0.8
C 0.040 4.158 4.612 0.2 0.2 0.3
C 1.099 4.110 3.708 -0.5 -0.6 -0.4
C 1.062 3.130 2.690 0.0 0.4 0.7
C 0.017 2.201 2.627 0.0 -0.3 0.2
C -1.048 2.307 3.527 0.1 0.4 0.5
C -1.040 3.287 4.540 0.1 -0.2 -0.5
H 1.924 4.809 3.786 -0.1 0.0 0.0
H 1.878 3.117 1.961 -0.2 -0.1 0.3
H -1.904 1.625 3.461 0.4 0.2 0.1
H -1.864 3.364 5.246 0.2 0.0 -0.1
```
Positions in Å, forces in eV/Å.

HOMO-LUMO gap (spin up / spin down) in Eh: 0.1165 / 0.1166
ΔE to the lowest compared entry with this formula, charge and spin in eV: 0.988
2S+1: 1

---

Entry 2:
Computed, not measured: a structure of composition C23H33N12O2W in a non-equilibrium geometry, with ωB97M-V/def2-TZVPD.

```
71
Properties=species:S:1:pos:R:3:forces:R:3
W 0.327 0.513 0.629 0.8 -0.5 -0.7
N 0.328 -1.681 1.164 -0.1 0.2 0.1
C 0.658 -1.863 2.600 0.0 0.0 0.0
C -0.323 -1.024 3.376 0.0 0.0 0.0
N -0.264 0.398 2.907 0.0 -0.1 0.0
C -1.598 1.029 3.095 0.0 0.0 0.0
C -2.569 0.501 2.065 0.0 0.0 0.0
N -1.940 0.630 0.716 0.1 -0.1 0.1
C 0.735 1.106 3.763 0.0 0.0 0.0
C 1.319 2.273 3.015 0.0 0.0 0.0
N 1.839 1.718 1.749 0.0 0.0 -0.1
H -0.530 -2.190 0.959 0.0 0.0 0.0
H 1.045 -2.124 0.590 0.0 0.0 -0.1
H 1.684 -1.525 2.744 0.0 0.0 0.0
H 0.598 -2.909 2.906 0.0 0.0 0.0
H -0.135 -1.071 4.451 0.0 0.0 0.0
H -1.327 -1.415 3.219 0.0 0.0 0.0
H -1.478 2.106 2.970 0.0 0.0 0.0
H -1.974 0.845 4.105 0.0 0.0 0.0
H -3.509 1.050 2.110 0.0 0.0 0.0
H -2.807 -0.548 2.227 0.0 0.0 0.0
H -2.135 1.569 0.371 0.0 0.0 0.0
H -2.419 0.002 0.074 0.0 0.0 0.0
H 1.534 0.401 3.999 0.0 0.0 0.0
H 0.277 1.407 4.707 0.0 0.0 0.0
H 2.105 2.755 3.598 0.0 0.0 0.0
H 0.565 3.022 2.776 0.0 0.0 0.0
H 2.655 1.132 1.921 0.0 0.0 0.0
H 2.182 2.472 1.159 0.0 0.0 0.0
C 1.032 -6.984 -9.695 0.0 0.0 0.0
O 1.282 -6.782 -8.284 0.0 -0.1 0.0
C 1.597 -5.606 -7.827 0.0 0.1 0.0
C 1.702 -4.441 -8.623 0.0 -0.1 0.0
C 2.063 -3.269 -8.026 0.0 0.1 0.1
C 2.313 -3.212 -6.631 0.1 -0.2 0.1
C 2.216 -4.393 -5.836 0.0 0.1 -0.1
C 1.859 -5.558 -6.422 0.0 -0.1 -0.1
N 2.679 -2.013 -6.157 -0.2 0.7 -0.3
N 3.021 -1.760 -5.010 0.0 -0.7 1.0
C 2.791 -1.445 -3.780 0.1 0.2 -0.9
C 3.884 -1.444 -2.839 0.3 0.2 0.6
C 3.721 -1.017 -1.560 0.4 -0.3 -0.6
C 2.457 -0.547 -1.112 -0.7 -0.1 -0.6
O 2.234 -0.056 0.076 -1.0 0.5 0.3
C 1.368 -0.523 -2.006 0.6 -0.1 0.6
N 0.226 0.029 -1.488 0.4 0.3 0.9
C -0.817 0.164 -2.329 -0.4 -0.1 -0.8
C -0.790 -0.255 -3.644 -0.4 0.4 0.6
C 0.370 -0.821 -4.165 0.8 -0.2 0.1
C 1.478 -0.953 -3.346 -0.6 -0.1 -0.4
H 0.811 -8.040 -9.793 0.0 0.0 0.0
H 1.922 -6.732 -10.268 0.0 0.0 0.0
H 0.176 -6.389 -10.008 0.0 0.0 0.0
H 1.515 -4.479 -9.685 0.0 0.0 0.0
H 2.171 -2.358 -8.601 0.0 0.0 0.0
H 2.450 -4.357 -4.779 0.0 0.0 0.0
H 1.784 -6.485 -5.870 0.0 0.0 0.0
H 4.847 -1.787 -3.189 0.0 0.0 0.0
H 4.554 -1.019 -0.870 0.0 0.0 0.0
H -1.703 0.646 -1.938 0.0 0.0 0.0
H -1.667 -0.115 -4.260 0.0 0.0 0.0
H 0.407 -1.124 -5.204 0.0 0.0 0.0
N -1.146 5.777 0.238 0.0 -0.1 0.0
N -0.625 4.575 -0.161 0.0 0.0 0.0
N 0.130 4.468 -1.224 0.0 0.0 0.0
C 0.513 3.202 -1.161 0.1 0.0 0.0
N 0.002 2.589 -0.084 -0.1 0.1 0.0
N -0.729 3.501 0.561 0.0 0.0 0.0
H -1.180 6.399 -0.563 0.0 0.0 0.0
H -2.053 5.642 0.671 0.0 0.0 0.0
H 1.160 2.737 -1.886 0.0 0.0 0.0
```
Positions in Å, forces in eV/Å.

HOMO-LUMO gap (spin up / spin down) in Eh: 0.1829 / 0.1891
Total charge: +3
ΔE to the lowest compared entry with this formula, charge and spin in eV: 0.173
2S+1: 1

---

Entry 3:
Computed, not measured: a structure of composition C23H33N3O2S2Tc, with ωB97M-V/def2-TZVPD.

```
64
Properties=species:S:1:pos:R:3:forces:R:3
Tc -0.294 0.222 -0.681 0.2 0.0 0.0
N 3.237 -1.005 -2.918 0.0 0.0 0.0
C 2.231 -0.734 -2.101 -0.1 0.2 -0.2
S 0.870 0.156 -2.718 0.2 -0.1 -0.1
N 2.346 -1.146 -0.843 -0.3 0.0 0.1
N 1.303 -0.841 -0.064 0.0 0.0 -0.2
C 1.451 -1.301 1.182 0.0 0.0 0.2
C 0.574 -1.192 2.256 0.0 0.0 -0.2
C 0.972 -1.797 3.484 0.1 0.0 0.0
C 0.153 -1.771 4.562 -0.3 0.1 0.2
C -1.116 -1.136 4.463 0.1 -0.1 0.1
C -1.539 -0.539 3.302 -0.1 0.0 0.1
C -0.709 -0.549 2.183 0.1 0.1 -0.4
O -1.099 0.046 1.082 -0.1 -0.2 0.4
H 3.212 -0.722 -3.883 0.0 0.0 -0.1
H 4.041 -1.510 -2.574 0.0 0.0 0.0
H 2.385 -1.829 1.343 0.0 0.0 -0.1
H 1.937 -2.290 3.538 0.0 0.0 0.0
H 0.455 -2.236 5.492 -0.1 0.0 0.0
H -1.769 -1.124 5.328 0.1 0.0 0.0
H -2.504 -0.054 3.228 0.0 0.0 0.0
C 3.104 2.241 -0.662 0.0 -0.1 0.1
C 1.885 2.246 0.215 -0.1 0.0 -0.1
C 0.589 2.462 -0.331 0.2 0.2 0.1
C -0.498 2.772 0.525 -0.2 -0.1 -0.2
C -1.838 3.107 -0.076 0.1 0.0 0.1
C -0.312 2.733 1.891 -0.1 0.0 0.2
C 0.929 2.411 2.439 0.0 0.0 0.1
C 1.116 2.377 3.930 0.0 0.0 -0.1
C 2.012 2.163 1.589 0.0 0.0 0.1
H 3.571 3.229 -0.614 0.0 0.0 0.0
H 2.863 2.055 -1.706 0.0 0.0 0.0
H 3.847 1.518 -0.319 0.0 0.0 0.0
H 0.514 2.775 -1.369 0.0 -0.1 -0.1
H -1.934 4.189 -0.190 0.0 0.0 0.0
H -2.661 2.767 0.553 0.0 0.0 0.0
H -1.958 2.685 -1.082 0.0 0.0 0.0
H -1.151 2.938 2.550 0.1 0.0 0.0
H 1.477 3.348 4.278 0.0 0.0 0.0
H 1.857 1.633 4.223 0.0 0.0 0.0
H 0.178 2.172 4.448 0.0 0.0 0.0
H 2.990 1.969 2.021 -0.1 0.0 0.0
C -2.690 -1.100 -4.048 0.0 -0.1 0.1
C -1.555 -2.095 -3.815 -0.1 0.0 0.1
C -1.566 -2.830 -2.475 0.0 0.1 -0.1
S -1.535 -1.868 -0.945 0.4 -0.3 0.5
O -1.038 -2.755 0.134 -0.3 0.3 -0.5
C -3.296 -1.497 -0.676 0.1 0.0 0.1
C -3.882 -2.414 0.397 -0.1 -0.1 0.0
C -4.086 -3.858 -0.058 0.0 0.1 -0.1
H -2.632 -0.688 -5.055 0.0 0.0 0.0
H -2.645 -0.252 -3.355 0.0 0.0 0.0
H -3.670 -1.570 -3.945 0.0 0.0 0.0
H -0.597 -1.598 -3.945 0.0 0.0 0.0
H -1.592 -2.873 -4.579 0.0 0.0 0.0
H -0.697 -3.475 -2.341 0.0 0.0 -0.1
H -2.469 -3.432 -2.342 0.1 -0.1 -0.1
H -3.795 -1.617 -1.637 0.0 0.0 0.0
H -3.341 -0.445 -0.388 0.0 0.0 0.1
H -4.840 -1.968 0.671 0.0 0.0 0.0
H -3.251 -2.386 1.286 0.0 0.0 0.0
H -4.666 -3.902 -0.985 0.0 0.0 0.1
H -4.639 -4.419 0.695 0.0 0.0 0.0
H -3.134 -4.370 -0.209 0.0 0.0 0.0
```
Positions in Å, forces in eV/Å.

HOMO-LUMO gap (spin up / spin down) in Eh: 0.2587 / 0.2040
Total charge: +2
2S+1: 4

---

Calculated total energy / eV: -57098.5273, -48162.1879, -56805.3605